Entry 1:
Here is a structure of composition C47H64ClFN4O6Os from OMol25. Energies are from ωB97M-V with the def2-TZVPD basis set.

Cartesian coordinates (Å):
Os 0.3573 0.0603 0.9603
C 0.7063 2.8826 2.5772
N 0.2114 1.5807 3.0016
C 1.0526 1.0476 4.0644
C -1.1933 1.6413 3.3908
C -2.1048 1.4613 2.1759
N -1.8239 0.2347 1.4062
C -2.3057 -0.9237 2.1873
C -1.9631 -2.2699 1.6143
C -2.9590 -3.1760 1.3136
C -2.6577 -4.4691 0.9105
C -1.3117 -4.7977 0.7875
C -0.2725 -3.9210 1.0588
C -0.5938 -2.6137 1.5089
O 0.3171 -1.7275 1.8700
C 1.1792 -4.3212 0.8297
C 1.3399 -5.7877 0.4115
C 1.9968 -4.0965 2.1076
C 1.7146 -3.4444 -0.3081
C -3.7803 -5.4677 0.6807
C -3.2819 -6.7847 0.0824
C -4.4396 -5.7793 2.0331
C -4.8235 -4.8864 -0.2835
C -2.5488 0.3045 0.1199
C -2.3089 1.5670 -0.6677
C -3.3652 2.4081 -0.9702
C -3.2032 3.5148 -1.7943
C -1.9901 3.6174 -2.4681
C -0.9167 2.7778 -2.2309
C -1.0071 1.8560 -1.1475
O 0.0514 1.3070 -0.6096
C 0.2860 2.7314 -3.1619
C 1.5790 3.1070 -2.4354
C 0.3769 1.2836 -3.6712
C 0.1202 3.6445 -4.3814
C -4.3193 4.5417 -1.9176
C -4.4545 5.2188 -0.5443
C -4.0259 5.6268 -2.9571
C -5.6403 3.8665 -2.3101
H 0.7343 3.5900 3.4162
H 0.0702 3.2895 1.7953
H 1.7104 2.7603 2.1802
H 1.0251 1.6756 4.9656
H 2.0740 0.9993 3.7041
H 0.7491 0.0335 4.3208
H -1.4373 2.6056 3.8611
H -1.3900 0.8587 4.1273
H -1.9830 2.3069 1.4945
H -3.1495 1.4494 2.5175
H -3.3962 -0.8462 2.3091
H -1.8412 -0.8720 3.1769
H -3.9892 -2.8705 1.4302
H -1.0550 -5.7889 0.4653
H 0.9411 -6.4627 1.1663
H 2.3975 -6.0089 0.2871
H 0.8488 -5.9822 -0.5395
H 1.6500 -4.7602 2.8977
H 1.9005 -3.0693 2.4454
H 3.0490 -4.2931 1.9183
H 1.1517 -3.6291 -1.2210
H 2.7637 -3.6525 -0.4950
H 1.6390 -2.3912 -0.0471
H -2.6078 -7.2952 0.7650
H -2.7734 -6.6106 -0.8627
H -4.1293 -7.4415 -0.1026
H -3.7036 -6.1827 2.7254
H -5.2271 -6.5174 1.8976
H -4.8748 -4.8895 2.4810
H -4.3591 -4.6438 -1.2366
H -5.2874 -3.9865 0.1091
H -5.6099 -5.6174 -0.4590
H -3.6305 0.2088 0.2992
H -2.2256 -0.5619 -0.4754
H -4.3318 2.1899 -0.5382
H -1.8804 4.3872 -3.2125
H 1.7044 2.5103 -1.5364
H 1.5677 4.1604 -2.1650
H 2.4322 2.9320 -3.0867
H 0.6026 0.6137 -2.8453
H 1.1683 1.1837 -4.4106
H -0.5661 0.9798 -4.1241
H 0.1075 4.6939 -4.1005
H -0.7936 3.4094 -4.9230
H 0.9652 3.4985 -5.0504
H -3.5084 5.6822 -0.2694
H -4.7159 4.4971 0.2258
H -5.2214 5.9892 -0.5698
H -3.1256 6.1818 -2.7057
H -4.8552 6.3314 -2.9844
H -3.9210 5.1980 -3.9509
H -5.9690 3.1484 -1.5638
H -5.5250 3.3502 -3.2606
H -6.4232 4.6141 -2.4208
Cl 4.6734 1.5639 -1.4702
C 4.5464 0.5375 -2.8446
C 5.5223 0.6205 -3.8121
C 5.4551 -0.1853 -4.9422
C 4.3971 -1.0814 -5.0928
C 3.4313 -1.1724 -4.1286
C 3.4503 -0.3689 -2.9512
C 2.4541 -0.4821 -2.0083
H 6.3338 1.3235 -3.6901
H 6.2195 -0.1009 -5.6997
H 4.3350 -1.7007 -5.9769
H 2.6086 -1.8604 -4.2424
H 2.4122 0.1495 -1.1405
H 1.7047 -1.2464 -2.1171
F 6.2960 3.7805 1.5797
C 5.7129 2.9572 2.4693
C 5.3460 1.7135 2.0995
N 4.7686 0.8396 2.9661
C 4.4415 -0.4999 2.5233
C 3.4850 -0.5598 1.2785
O 3.7691 -1.3404 0.3959
O 2.4927 0.2315 1.3482
C 4.5564 1.1832 4.2886
O 4.0844 0.4279 5.1079
N 4.9165 2.4712 4.6150
C 5.5116 3.4514 3.8213
O 5.7864 4.5371 4.2708
H 5.4934 1.3678 1.0867
H 3.9366 -1.0048 3.3516
H 5.3534 -1.0463 2.2694
H 4.7622 2.7238 5.5864

Computed properties:
HOMO energy (alpha / beta): -6.877 / -7.950 eV
Strongest force on any atom: 0.049 hartree/bohr
2S+1: 5
LUMO energy (alpha / beta): -0.05 / -0.96 eV
E_tot: -3150.53960 Ha
Frontier orbital gap (alpha / beta): 0.251 / 0.257 hartree

Here are the Mulliken charges for atoms 1 to 2, given in e:
1 Os 3.687
2 C -1.037

Entry 2:
Here is a structure of composition C3H2InO4 from OMol25. Energies are from ωB97M-V with the def2-TZVPD basis set.

Cartesian coordinates (Å):
H 1.6419 -1.3460 -0.9255
C 1.4965 -0.7243 0.0273
C 0.0184 -0.9253 0.0608
O -0.5519 0.2442 0.0639
C -2.1125 0.4802 -0.0424
O -2.7739 -0.5273 -0.0334
O -2.2669 1.6843 -0.1336
In 0.6766 1.9177 0.1260
O 1.9884 0.5521 -0.0043
H 1.8836 -1.3555 0.8612

Computed properties:
HOMO energy (alpha / beta): -9.400 / -9.403 eV
Strongest force on any atom: 0.077 hartree/bohr
2S+1: 2
LUMO energy (alpha / beta): -0.75 / -3.58 eV
E_tot: -606.46178 Ha
Frontier orbital gap (alpha / beta): 0.318 / 0.214 hartree

Here are the Mulliken charges for atoms 1 to 2, given in e:
1 H 0.281
2 C 0.117

Entry 3:
Here is a structure of composition C12H17CuN2O9 from OMol25. Energies are from ωB97M-V with the def2-TZVPD basis set.

Cartesian coordinates (Å):
Cu 7.1427 21.1810 -6.5048
N 4.3737 21.5980 -6.2008
O 5.0560 21.3903 -5.1608
O 3.2333 21.9971 -6.1402
O 4.9451 21.3223 -7.2920
C 8.7297 25.0474 -6.3935
C 10.0813 25.5051 -6.4381
C 11.2294 24.5064 -6.4050
O 12.3876 24.8967 -6.4661
C 10.9162 23.1220 -6.4852
C 9.6142 22.7052 -6.4228
C 8.4709 23.7079 -6.3194
O 7.3162 23.1823 -6.1117
O 9.2363 21.4940 -6.3383
O 10.2690 26.7178 -6.4886
H 7.8588 25.6828 -6.3153
H 11.7037 22.4001 -6.6479
C 6.7608 22.5360 -9.4443
O 7.5072 21.5841 -8.7090
C 7.5880 20.3435 -9.3624
C 8.1127 19.3096 -8.4017
N 7.1294 19.0858 -7.2936
C 7.7764 18.4027 -6.1454
C 7.0555 18.8202 -4.8894
O 7.4937 20.1489 -4.6162
C 7.2713 20.5639 -3.2906
H 7.1824 22.6043 -10.4532
H 6.8629 23.4968 -8.9470
H 5.7008 22.2798 -9.4971
H 8.2469 20.4334 -10.2328
H 6.5794 20.0144 -9.6545
H 9.1000 19.5358 -7.9932
H 8.3209 18.3188 -8.8349
H 6.4021 18.5213 -7.7102
H 8.8425 18.6016 -6.0896
H 7.6432 17.3180 -6.2577
H 7.3035 18.2086 -4.0157
H 5.9655 18.8774 -4.9971
H 6.1983 20.6536 -3.0984
H 7.7926 21.5080 -3.1586
H 7.6692 19.8719 -2.5367

Computed properties:
HOMO energy (alpha / beta): -4.177 / -4.164 eV
Strongest force on any atom: 0.050 hartree/bohr
2S+1: 2
LUMO energy (alpha / beta): 2.23 / 1.93 eV
Charge: -1
E_tot: -2894.51696 Ha
Frontier orbital gap (alpha / beta): 0.235 / 0.224 hartree

Here are the Mulliken charges for atoms 1 to 2, given in e:
1 Cu 1.045
2 N 0.958

Entry 4:
Here is a structure of composition C27H43N4P2RuSi from OMol25. Energies are from ωB97M-V with the def2-TZVPD basis set.

Cartesian coordinates (Å):
Ru -0.7787 -0.4510 -0.4071
C 2.8792 -0.9928 -0.7322
P 1.5333 -0.4419 0.3356
C 1.9973 1.2523 0.7665
N 3.2597 1.4794 1.0897
C 3.5695 2.7206 1.4927
C 4.9083 3.0304 1.8561
C 5.2190 4.2972 2.2992
C 4.2268 5.2911 2.3990
C 2.9213 5.0260 2.0464
C 2.5671 3.7308 1.5807
N 1.3051 3.4850 1.1979
C 1.0321 2.2614 0.7782
P -0.6084 1.9278 0.0857
C -1.7086 2.8767 1.1604
C -0.6363 2.6060 -1.6471
C 0.2675 1.7028 -2.4845
C -2.0642 2.5397 -2.1785
C -0.1243 4.0500 -1.6950
C 1.4730 -1.4510 1.8835
C 2.7460 -1.2536 2.7183
C 1.3268 -2.9194 1.5072
C 0.2494 -0.9769 2.6741
H 3.7956 -0.6869 -0.2163
H 2.8403 -0.4924 -1.7004
H 2.8731 -2.0669 -0.8713
H 5.6562 2.2521 1.7811
H 6.2332 4.5420 2.5791
H 4.5054 6.2722 2.7545
H 2.1496 5.7805 2.1058
H -1.2202 3.8465 1.2971
H -1.7870 2.3944 2.1352
H -2.6959 3.0250 0.7367
H -0.1005 0.6515 -2.5255
H 1.3025 1.7040 -2.1373
H 0.2633 2.0371 -3.5224
H -2.4617 1.5206 -2.1795
H -2.0638 2.8865 -3.2115
H -2.7403 3.1874 -1.6249
H 0.9057 4.1362 -1.3565
H -0.7424 4.7179 -1.0996
H -0.1671 4.4003 -2.7256
H 3.6292 -1.6157 2.1969
H 2.6474 -1.8388 3.6316
H 2.9085 -0.2150 3.0020
H 2.1864 -3.2867 0.9493
H 0.4148 -3.1144 0.9355
H 1.2703 -3.4991 2.4274
H 0.3352 0.0639 2.9927
H 0.1260 -1.5922 3.5651
H -0.6922 -1.0915 2.1025
C -4.4697 0.7395 0.4771
C -4.0681 -0.6748 0.3027
C -5.0084 -1.6944 0.5935
C -4.7026 -3.0257 0.3942
C -3.4628 -3.3619 -0.1260
C -2.5524 -2.3223 -0.3970
N -2.8690 -0.9881 -0.1506
N -1.3222 -2.4330 -0.8857
Si -0.7771 -3.7754 -2.0718
C -2.1706 -3.7779 -3.3150
C -0.5709 -5.3800 -1.1472
C 0.8247 -3.1153 -2.7521
H -5.3383 0.9422 -0.1528
H -3.6688 1.4123 0.1881
H -4.7753 0.9297 1.5059
H -5.9754 -1.4042 0.9708
H -5.4269 -3.7905 0.6277
H -3.1838 -4.3819 -0.3201
H -3.0942 -4.1823 -2.9073
H -1.8910 -4.4209 -4.1477
H -2.3807 -2.7967 -3.7322
H -1.4881 -5.7675 -0.7138
H 0.1852 -5.3377 -0.3688
H -0.2397 -6.1291 -1.8663
H 0.8271 -2.0314 -2.8833
H 0.9985 -3.5413 -3.7369
H 1.6685 -3.4007 -2.1342

Computed properties:
HOMO energy (alpha / beta): -16.399 / -16.399 eV
Strongest force on any atom: 0.021 hartree/bohr
2S+1: 5
LUMO energy (alpha / beta): -9.83 / -11.99 eV
Charge: +3
E_tot: -2339.82086 Ha
Frontier orbital gap (alpha / beta): 0.241 / 0.162 hartree

Here are the Mulliken charges for atoms 1 to 2, given in e:
1 Ru -0.545
2 C -1.435

Entry 5:
Here is a structure of composition C33H39ClMoN4P2 from OMol25. Energies are from ωB97M-V with the def2-TZVPD basis set.

Cartesian coordinates (Å):
Mo 0.9082 0.1641 1.1820
Cl 0.9116 2.4748 2.2949
C -0.8044 3.0003 2.3967
C -1.0264 4.2941 2.8021
C -2.3538 4.7275 2.8473
C -3.3911 3.8773 2.4898
C -3.1286 2.5714 2.1000
C -1.8118 2.1017 2.0508
P -1.4600 0.3979 1.6342
C -2.8470 -0.4914 0.9962
C -3.6465 -1.2356 1.8722
C -4.7990 -1.8327 1.3886
C -5.1508 -1.6835 0.0520
C -4.3557 -0.9396 -0.8163
C -3.1994 -0.3414 -0.3498
C -0.6519 -0.4189 3.0272
C -0.4202 0.2070 4.2810
C 0.0200 -0.5345 5.3526
C 0.2403 -1.9074 5.2101
C 0.0206 -2.5465 3.9943
C -0.4281 -1.8181 2.9076
H -0.2131 4.9553 3.0703
H -2.5648 5.7413 3.1620
H -4.4128 4.2302 2.5252
H -3.9454 1.9092 1.8398
H -3.3855 -1.3395 2.9185
H -5.4299 -2.4053 2.0547
H -6.0569 -2.1456 -0.3171
H -4.6486 -0.8240 -1.8510
H -2.5882 0.2530 -1.0203
H -0.6355 1.2601 4.4077
H 0.1689 -0.0639 6.3152
H 0.5688 -2.4807 6.0685
H 0.1625 -3.6151 3.9027
H -0.6850 -2.3333 1.9858
C 1.1450 -4.6097 -3.2032
N 1.9505 -3.3370 -3.2361
C 3.4308 -3.5878 -3.3884
C 1.5626 -2.2894 -2.2165
C 1.9966 -2.4407 -0.7717
C 2.5501 -3.6048 -0.2871
C 3.0592 -3.7511 1.0181
C 3.0129 -2.6953 1.8919
C 2.3962 -1.5365 1.4103
C 1.8479 -1.3448 0.1437
H 1.4398 -5.2105 -4.0605
H 0.0908 -4.3532 -3.2756
H 1.3382 -5.1586 -2.2890
H 1.6807 -2.8996 -4.1207
H 3.7735 -4.2880 -2.6363
H 3.9586 -2.6411 -3.3009
H 3.5913 -4.0137 -4.3760
H 0.4759 -2.2035 -2.2848
H 2.0045 -1.3705 -2.6009
H 2.6253 -4.4757 -0.9185
H 3.5028 -4.6950 1.3076
H 3.4424 -2.7355 2.8831
H 2.4986 -0.7029 2.1608
C 1.7333 2.4744 -3.6503
N 2.2065 3.1889 -2.4702
C 1.3368 4.3346 -2.2065
N -0.0584 3.9202 -2.0498
C -0.5051 3.2092 -3.2419
N 0.3379 2.0438 -3.5202
C 0.1707 1.0027 -2.5310
P 0.7135 1.6073 -0.8604
C 2.3805 2.3389 -1.3229
C -0.2956 3.1970 -0.8315
H 2.3735 1.6099 -3.8374
H 1.8052 3.1414 -4.5091
H 1.4004 5.0204 -3.0506
H 1.6745 4.8581 -1.3116
H -0.4494 3.8873 -4.0928
H -1.5428 2.8939 -3.1219
H 0.7652 0.1376 -2.8113
H -0.8782 0.6988 -2.4851
H 3.0731 1.5221 -1.5392
H 2.7622 2.9097 -0.4735
H 0.0148 3.7982 0.0223
H -1.3529 2.9419 -0.7298

Computed properties:
HOMO energy (alpha / beta): -18.352 / -18.340 eV
Strongest force on any atom: 0.014 hartree/bohr
2S+1: 3
LUMO energy (alpha / beta): -13.24 / -13.07 eV
Charge: +4
E_tot: -2709.47368 Ha
Frontier orbital gap (alpha / beta): 0.188 / 0.194 hartree

Here are the Mulliken charges for atoms 1 to 2, given in e:
1 Mo -2.114
2 Cl 0.066

Entry 6:
Here is a structure of composition C40H47F4N4SbSiV from OMol25. Energies are from ωB97M-V with the def2-TZVPD basis set.

Cartesian coordinates (Å):
V -1.7563 0.5116 0.1154
C -0.5679 3.0141 -1.4143
N -1.3745 2.6669 -0.2247
C -2.5379 3.5683 -0.1586
C -0.5495 2.8273 0.9931
C -1.2788 2.2992 2.2227
N -2.0559 1.0897 1.8495
C -2.9011 0.5309 2.8444
C -4.0040 -0.2293 2.4617
F -4.2618 -0.3775 1.1473
C -4.8570 -0.8321 3.3589
F -5.8778 -1.5450 2.8753
C -4.6753 -0.6992 4.7170
C -3.5953 0.0500 5.1233
F -3.3390 0.2042 6.4240
C -2.7251 0.6408 4.2243
F -1.6700 1.2857 4.7500
H -0.2612 4.0635 -1.3800
H -1.1513 2.8451 -2.3183
H 0.3266 2.3979 -1.4552
H -2.2029 4.5934 0.0215
H -3.2113 3.2666 0.6412
H -3.0726 3.5393 -1.1019
H -0.2577 3.8708 1.1379
H 0.3656 2.2619 0.8365
H -1.9475 3.0549 2.6371
H -0.5340 2.0803 2.9792
H -5.3402 -1.1679 5.4304
C -4.8962 1.7248 -1.7800
C -4.0372 0.5500 -2.1377
C -4.2427 -0.1709 -3.2843
C -3.5014 -1.3379 -3.5072
C -2.6073 -1.8024 -2.5748
C -2.4462 -1.0616 -1.3905
N -3.0902 0.1476 -1.2498
N -1.6835 -1.3466 -0.2905
Si -1.4510 -2.9420 0.4265
C -1.0068 -4.2442 -0.8244
C -0.1715 -2.7174 1.7545
C -3.0600 -3.4498 1.2068
H -5.9445 1.4386 -1.8706
H -4.7316 2.5690 -2.4517
H -4.7197 2.0333 -0.7558
H -4.9990 0.1496 -3.9887
H -3.6640 -1.9057 -4.4168
H -2.0664 -2.7291 -2.7081
H -0.3597 -3.8981 -1.6319
H -1.9186 -4.6569 -1.2675
H -0.4896 -5.0643 -0.3130
H 0.8569 -2.8129 1.3919
H -0.3192 -3.4714 2.5362
H -0.2921 -1.7318 2.2179
H -3.9281 -3.1319 0.6198
H -3.1596 -3.0274 2.2122
H -3.0959 -4.5410 1.2951
C 4.8712 -0.9051 1.3669
C 4.1927 -1.9712 0.5415
C 4.8350 -3.2090 0.4339
C 4.3210 -4.2469 -0.3260
C 3.1347 -4.0665 -1.0250
C 2.4806 -2.8504 -0.9281
C 2.9854 -1.8050 -0.1475
Sb 1.6570 -0.1276 -0.2957
C 1.9590 0.2210 -2.3830
C 0.7822 0.3542 -3.1262
C 0.8054 0.5828 -4.4951
C 2.0306 0.6783 -5.1358
C 3.2055 0.5189 -4.4120
C 3.2001 0.2710 -3.0387
C 4.5127 0.0164 -2.3379
C 2.6334 1.5958 0.5380
C 3.1746 2.5763 -0.2926
C 3.7099 3.7438 0.2416
C 3.6969 3.9365 1.6152
C 3.1285 2.9778 2.4445
C 2.5821 1.8066 1.9258
C 1.9487 0.8021 2.8617
H 5.9492 -0.9319 1.2025
H 4.7095 -1.0770 2.4343
H 4.5218 0.0956 1.1267
H 5.7759 -3.3472 0.9572
H 4.8527 -5.1895 -0.3852
H 2.7275 -4.8593 -1.6415
H 1.5666 -2.7003 -1.4947
H -0.1789 0.2710 -2.6303
H -0.1194 0.6812 -5.0519
H 2.0755 0.8651 -6.2022
H 4.1592 0.5749 -4.9264
H 5.3456 0.3854 -2.9363
H 4.6588 -1.0558 -2.1841
H 4.5600 0.4932 -1.3572
H 3.1787 2.4362 -1.3677
H 4.1368 4.4939 -0.4135
H 4.1214 4.8369 2.0432
H 3.0997 3.1455 3.5171
H 1.6728 1.2651 3.8100
H 2.6323 -0.0208 3.0860
H 1.0455 0.3568 2.4331

Computed properties:
HOMO energy (alpha / beta): -10.404 / -10.630 eV
Strongest force on any atom: 0.031 hartree/bohr
2S+1: 3
LUMO energy (alpha / beta): -2.93 / -2.52 eV
Charge: +1
E_tot: -3644.52324 Ha
Frontier orbital gap (alpha / beta): 0.275 / 0.298 hartree

Here are the Mulliken charges for atoms 1 to 2, given in e:
1 V 1.051
2 C -0.894

Among the records above, which one has the lowest strongest force on any atom?
C33H39ClMoN4P2

Number 5 is which compound?
C33H39ClMoN4P2

The lowest E_tot belongs to which entry?
C40H47F4N4SbSiV